1.
# C31H38Al2Br4ClF7Mg2N2O12S3

A molecular structure, C31H38Al2Br4ClF7Mg2N2O12S3 at a distorted geometry (wB97M-V/def2-TZVPD, the Open Molecules 2025 dataset).

Cartesian coordinates (Å):
C (-4.7296, 7.7660, 1.2415)
C (-4.1627, 6.7142, 1.1887)
C (-3.8448, 5.2942, 1.2219)
C (-4.6137, 4.5033, 0.1428)
C (-5.4085, 3.2836, 0.6850)
C (-4.4323, 2.1719, 0.9268)
C (-3.7062, 2.1435, 2.1447)
C (-2.7367, 1.1837, 2.4178)
C (-2.4616, 0.2374, 1.4598)
C (-3.1837, 0.2212, 0.2589)
C (-4.1731, 1.1722, -0.0341)
C (-4.9037, 1.1937, -1.3425)
C (-2.8214, -0.8876, -0.7082)
O (-3.7113, -1.5279, -1.2366)
C (-1.3791, -1.1168, -0.8455)
C (-0.6573, -1.1007, 0.3518)
C (0.6959, -1.3595, 0.3230)
C (1.3332, -1.5876, -0.8898)
C (2.8240, -1.8408, -0.8614)
C (3.6166, -0.5368, -1.1299)
C (3.8751, 0.2143, 0.1629)
O (4.9456, -0.4438, 0.8731)
C (0.6219, -1.5625, -2.1068)
C (1.3950, -1.7308, -3.4123)
O (2.1880, -2.8940, -3.4963)
C (1.4192, -3.9516, -4.0614)
C (1.5510, -5.1869, -3.1932)
C (-0.7577, -1.3573, -2.0734)
C (-1.5826, -1.4186, -3.3220)
C (-1.8789, -0.1224, -4.0229)
N (-0.6088, 0.5071, -4.5302)
C (-1.3856, -0.8144, 1.6028)
O (-1.1988, -1.3585, 2.6613)
H (-5.0802, 8.7663, 1.2613)
H (-4.0286, 4.9089, 2.2214)
H (-2.7756, 5.1989, 1.0353)
H (-5.2374, 5.1317, -0.4806)
H (-3.8622, 4.0792, -0.5245)
H (-6.1237, 3.0321, -0.0853)
H (-5.9473, 3.5630, 1.5917)
H (-3.8766, 2.9165, 2.8890)
H (-2.1541, 1.1731, 3.3336)
H (-5.9352, 1.5035, -1.2365)
H (-4.8922, 0.2444, -1.8563)
H (-4.4142, 1.9126, -2.0004)
H (1.2529, -1.3546, 1.2495)
H (3.0579, -2.2500, 0.1193)
H (3.0754, -2.6033, -1.5832)
H (2.9831, 0.0979, -1.7527)
H (4.5327, -0.7447, -1.6748)
H (4.2007, 1.2321, -0.0462)
H (3.0174, 0.1742, 0.8155)
H (5.7448, -0.0201, 0.5497)
H (0.7922, -1.6891, -4.3084)
H (2.0632, -0.8722, -3.4573)
H (1.7294, -4.1214, -5.0845)
H (0.3321, -3.5528, -4.0427)
H (1.0714, -6.0345, -3.6679)
H (1.0908, -4.9542, -2.2369)
H (2.6148, -5.3445, -3.0346)
H (-1.1353, -2.0890, -4.0350)
H (-2.5448, -1.8576, -3.0906)
H (-2.3989, 0.5882, -3.3690)
H (-2.5903, -0.3420, -4.8027)
H (-0.7434, 0.7991, -5.5315)
H (-0.5572, 1.3738, -3.9918)
Cl (-0.7662, -3.4299, -5.6490)
Al (-4.0903, -1.9034, 1.7970)
C (7.8027, -4.6119, 2.7347)
C (6.9729, -5.7095, 2.1040)
O (5.9527, -5.0087, 1.3793)
S (6.4843, -3.6487, 0.8057)
O (6.8275, -3.8278, -0.5547)
O (5.6611, -2.5630, 1.2457)
O (7.8548, -3.5591, 1.7054)
H (7.3203, -4.1950, 3.6177)
H (8.8118, -4.9562, 2.9891)
H (6.5260, -6.3646, 2.8448)
H (7.5529, -6.3025, 1.3946)
F (5.2801, -3.2411, 3.1270)
Br (-0.8016, -0.9245, -6.2711)
Mg (9.9662, -2.7607, 2.2297)
F (-5.2672, -2.6237, 6.9484)
Al (-4.3573, -2.3955, 5.5883)
F (-4.0035, -0.7362, 5.3975)
F (-5.2454, -2.6523, 4.1310)
F (-2.9459, -3.2584, 5.5733)
C (-2.2851, 9.7305, -1.8727)
Br (-1.8866, 11.2426, -0.7642)
Br (-0.7631, 9.1863, -2.9213)
Br (-3.0098, 8.2741, -0.8159)
H (-3.0543, 10.0343, -2.5674)
N (2.5396, 1.8911, 3.1911)
S (1.0882, 1.8523, 2.6204)
O (0.0360, 1.6527, 3.5647)
O (0.9047, 1.2128, 1.3417)
F (0.9395, 3.3816, 2.2468)
S (3.0409, 0.4933, 3.7609)
O (4.2069, 0.6357, 4.5535)
O (2.9596, -0.5964, 2.8418)
F (1.9227, 0.1458, 4.8311)
Mg (-5.5640, 0.8628, 3.2821)

Forces on atoms 1 to 6 (eV/Å):
C -0.04 0.19 0.42
C -1.19 -0.82 0.82
C 0.54 0.29 -0.53
C 0.50 -0.56 0.08
C 0.41 0.67 -0.39
C -0.71 -0.58 0.09

Output
**Charge**: +2
**HOMO level**: -12.2 eV
**Orbital gap**: 2.449 eV
**2S+1**: 1

***

2.
# C31H38BeNO2

A molecular structure, C31H38BeNO2 at a distorted geometry (wB97M-V/def2-TZVPD, the Open Molecules 2025 dataset).

Cartesian coordinates (Å):
O (0.2965, -0.0193, -6.3100)
C (0.5071, 1.2434, -7.0326)
C (0.5081, 0.5884, -8.4040)
H (1.4782, 1.6693, -6.7543)
H (-0.3146, 1.9551, -6.8715)
C (0.4069, -0.7184, -7.5798)
H (1.4426, 0.7213, -8.9541)
H (-0.3961, 0.8035, -8.9793)
C (1.6879, -1.5185, -7.6189)
H (2.5469, -0.8656, -7.4367)
H (1.8079, -1.9831, -8.6039)
H (1.6605, -2.3005, -6.8543)
C (-0.8061, -1.5609, -7.9209)
H (-1.7192, -0.9593, -7.9397)
H (-0.9237, -2.3655, -7.1888)
H (-0.6629, -2.0070, -8.9140)
Be (0.3341, 0.0213, 0.3291)
C (-1.5536, -0.2296, 0.5960)
C (-1.8620, 1.0492, 1.2227)
C (-2.2522, 1.9549, 0.2331)
H (-1.8116, 1.2473, 2.2912)
C (-2.2669, 1.2729, -1.0258)
C (-1.8588, -0.0620, -0.8149)
H (-1.8569, -0.8694, -1.5479)
H (-1.5126, -1.1861, 1.1210)
H (-2.5590, 2.9911, 0.3828)
H (-2.6556, 1.7083, -1.9472)
C (1.2464, -1.6682, 0.7006)
C (0.5317, -2.5918, -0.1304)
C (0.7348, -2.2272, -1.4832)
H (0.0102, -3.4813, 0.2236)
C (1.6158, -1.1215, -1.5367)
C (1.9375, -0.7468, -0.1913)
H (2.7566, -0.0789, 0.0914)
H (1.4713, -1.8075, 1.7583)
H (0.3474, -2.7589, -2.3574)
H (2.0800, -0.7087, -2.4322)
O (1.4350, 1.3892, -4.3837)
C (0.3000, 0.6391, -3.8615)
C (-0.9666, 1.4144, -4.2145)
H (0.3691, 0.6113, -2.7663)
H (0.3297, -0.3791, -4.2385)
C (-0.4768, 2.8581, -4.0204)
H (-1.8159, 1.1650, -3.5797)
H (-1.2052, 1.2100, -5.2597)
C (1.0631, 2.7689, -4.1856)
H (-0.7097, 3.1852, -2.9881)
H (-0.9403, 3.5802, -4.7207)
H (1.5404, 3.1372, -3.2620)
H (1.4278, 3.3827, -5.0326)
C (1.1013, 5.0094, 0.2540)
C (1.1547, 3.9503, -0.6637)
C (1.1258, 2.6313, -0.2212)
C (1.0029, 2.3566, 1.1644)
C (0.9065, 3.4280, 2.0739)
C (0.9730, 4.7486, 1.6242)
N (0.8760, 1.0368, 1.5738)
C (1.2139, 0.6591, 2.8742)
C (2.3492, 1.2105, 3.5069)
C (2.6511, 0.9156, 4.8337)
C (1.8073, 0.0728, 5.5747)
C (0.7060, -0.5274, 4.9431)
C (0.4205, -0.2597, 3.6024)
H (1.1620, 6.0318, -0.1114)
H (1.2389, 4.1604, -1.7288)
H (1.2103, 1.8065, -0.9384)
H (0.7654, 3.2200, 3.1343)
H (0.9269, 5.5662, 2.3424)
H (2.9857, 1.8894, 2.9382)
H (3.5421, 1.3428, 5.2965)
H (2.0168, -0.1257, 6.6266)
H (0.0648, -1.2121, 5.5043)
H (-0.4449, -0.7238, 3.1225)

Forces on atoms 1 to 6 (eV/Å):
O -0.07 0.44 -2.29
C 0.22 0.22 0.51
C -0.18 -0.31 0.58
H -0.39 0.06 0.09
H 0.36 -0.10 0.17
C 0.10 -0.22 -0.72

Output
**Charge**: -1
**Energy relative to the best compared isomer or geometry (same formula, charge and spin)**: 4.50 kcal per mole
**HOMO level**: -3.6 eV
**Orbital gap**: 5.960 eV
**2S+1**: 1

***

3.
# C31H38BrFInN3O4Se

A molecular structure, C31H38BrFInN3O4Se at a distorted geometry (wB97M-V/def2-TZVPD, the Open Molecules 2025 dataset).

Cartesian coordinates (Å):
In (-2.2698, -0.8636, -2.4146)
F (4.0988, -2.9778, -2.3534)
C (3.7527, -1.6653, -2.2498)
C (2.4329, -1.3407, -2.4415)
C (2.0083, -0.0160, -2.3466)
C (0.6255, 0.3054, -2.7009)
O (-0.0668, -0.5393, -3.2855)
C (0.2209, 1.6454, -2.3858)
C (1.1529, 2.5439, -1.9939)
N (2.4871, 2.2736, -1.8307)
C (3.3926, 3.3745, -1.6961)
C (4.1508, 3.6097, -0.4181)
C (3.0285, 4.5223, -0.8035)
C (2.9341, 0.9829, -1.9854)
C (4.2744, 0.6257, -1.8182)
C (4.7157, -0.6888, -1.9806)
N (6.1113, -0.9495, -1.8457)
C (6.5649, -2.3301, -1.9321)
C (8.0621, -2.3555, -1.5776)
N (8.3334, -1.1062, -0.8263)
C (8.3062, 0.0472, -1.7616)
C (7.0154, -0.0972, -2.6001)
C (-1.2200, 2.1562, -2.5590)
O (-1.3834, 3.3606, -2.4456)
O (-2.1264, 1.3157, -2.8188)
H (1.7061, -2.1034, -2.6831)
H (0.8439, 3.5644, -1.8229)
H (3.8997, 3.6123, -2.6301)
H (5.1638, 3.9763, -0.4915)
H (3.9861, 2.9267, 0.3991)
H (3.2539, 5.5179, -1.1489)
H (2.1138, 4.4580, -0.2359)
H (4.9837, 1.3952, -1.5577)
H (6.4149, -2.7680, -2.9275)
H (6.0089, -2.9301, -1.2120)
H (8.6924, -2.3681, -2.4687)
H (8.3028, -3.2276, -0.9691)
H (9.2003, -1.1426, -0.2836)
H (7.5187, -0.9797, -0.2019)
H (9.1952, 0.0183, -2.3945)
H (8.3121, 0.9707, -1.1785)
H (7.2445, -0.5298, -3.5852)
H (6.5664, 0.8782, -2.7706)
C (-7.3352, -0.6149, 4.0023)
C (-7.4741, -0.5835, 2.4768)
C (-8.2863, 0.6615, 2.0906)
C (-8.2243, -1.8456, 2.0286)
C (-6.1283, -0.5352, 1.7659)
C (-6.0948, -0.4313, 0.3858)
C (-4.8926, -0.3706, -0.2774)
Br (-5.0012, -0.1798, -2.2033)
C (-3.6296, -0.4226, 0.3452)
O (-2.5181, -0.3547, -0.3190)
C (-3.6720, -0.5373, 1.7655)
C (-4.9009, -0.5839, 2.4111)
C (-2.4262, -0.5734, 2.6577)
C (-1.0824, -0.5809, 1.9230)
C (-2.4612, -1.8386, 3.5313)
C (-2.4462, 0.6715, 3.5607)
H (-8.3241, -0.6214, 4.4598)
H (-6.8044, 0.2635, 4.3637)
H (-6.8103, -1.5098, 4.3298)
H (-9.2441, 0.6624, 2.6072)
H (-8.4779, 0.6864, 1.0225)
H (-7.7453, 1.5652, 2.3613)
H (-9.2096, -1.8852, 2.4892)
H (-7.6698, -2.7358, 2.3165)
H (-8.3495, -1.8571, 0.9504)
H (-6.9958, -0.3944, -0.2026)
H (-4.9026, -0.6676, 3.4866)
H (-0.9953, -1.4454, 1.2684)
H (-0.2776, -0.6263, 2.6602)
H (-0.9514, 0.3191, 1.3280)
H (-2.4693, -2.7279, 2.9048)
H (-3.3358, -1.8654, 4.1748)
H (-1.5773, -1.8704, 4.1678)
H (-2.4287, 1.5738, 2.9529)
H (-1.5742, 0.6740, 4.2144)
H (-3.3368, 0.6976, 4.1830)
Se (-1.9581, -3.2204, -2.9481)

Forces on atoms 1 to 6 (eV/Å):
In 0.19 -0.20 0.29
F -0.03 0.19 -0.05
C -0.24 -0.08 -0.07
C 0.15 0.25 0.09
C 0.60 -0.20 0.05
C -0.19 -0.04 -0.44

Output
**Energy relative to the best compared isomer or geometry (same formula, charge and spin)**: 0.20 kcal per mole
**HOMO level**: -5.3 eV
**Orbital gap**: 3.439 eV
**2S+1**: 1